1.
C14H15F4N3O4S2 | the ωB97M-V functional and the def2-TZVPD basis

Geometry as ORCA input:
```
! RIJCOSX wB97M-V def2-TZVPD def2/J DEFGRID3
* xyz 0 1
N -7.29 4.46 -0.46
O 0.51 1.27 1.99
O -1.62 0.13 2.09
O -1.07 -0.43 -2.56
O -1.68 -1.69 -0.56
F -5.45 1.99 -0.20
F -2.17 5.50 -0.75
F -3.58 0.22 -0.04
F -0.19 3.56 -0.75
N -4.80 4.78 -0.71
N -6.08 4.59 -0.63
C -4.17 2.44 -0.33
C -2.49 4.18 -0.64
C -3.18 1.48 -0.27
C -1.46 3.22 -0.61
C -3.86 3.78 -0.57
C -1.78 1.87 -0.40
C 3.67 -1.71 1.56
C 3.71 -2.04 -0.91
C 2.46 -3.63 0.51
C 1.65 -1.18 0.20
C 2.83 -2.17 0.35
C 0.60 -1.28 1.32
C 0.88 -1.35 -1.09
C -0.63 0.85 -0.30
S -0.36 0.28 1.37
S -0.77 -0.69 -1.16
H 3.18 -1.92 2.53
H 3.89 -0.63 1.54
H 4.64 -2.26 1.57
H 3.83 -0.94 -1.10
H 3.26 -2.49 -1.80
H 4.67 -2.50 -0.78
H 1.91 -4.01 -0.39
H 3.37 -4.22 0.66
H 1.86 -3.76 1.43
H 2.08 -0.14 0.21
H 1.10 -1.35 2.31
H -0.02 -2.13 1.21
H 1.46 -0.94 -1.92
H 0.78 -2.43 -1.28
H 0.29 1.31 -0.66
*
```

The value obtained for the maximum force is 9.712 eV/Å. The calculation puts the total energy at -2203.3691 a.u.

2.
C14H15FN4O2 | the ωB97M-V functional and the def2-TZVPD basis

Geometry as ORCA input:
```
! RIJCOSX wB97M-V def2-TZVPD def2/J DEFGRID3
* xyz 0 1
N -0.63 -1.56 -0.71
C -0.84 -0.59 -0.16
C -1.11 0.69 0.47
C -0.76 0.67 1.96
C -0.81 -0.50 2.71
C -0.53 -0.41 4.07
C -0.22 0.84 4.59
N -0.16 1.97 3.88
C -0.43 1.87 2.58
C -2.60 1.12 0.27
C -2.66 2.56 0.17
N -2.70 3.70 0.05
C -3.35 0.47 -0.92
C -4.20 -0.66 -0.41
O -5.28 -0.50 0.03
F -3.63 -1.85 -0.43
H -0.48 1.44 0.00
H -1.05 -1.45 2.25
H -0.54 -1.28 4.69
H 0.00 0.92 5.65
H -0.37 2.78 1.99
H -3.14 0.86 1.18
H -2.67 0.17 -1.72
H -4.04 1.19 -1.33
C 4.12 -2.01 -3.38
N 3.61 -0.91 -2.59
C 2.34 -1.06 -1.90
C 4.26 0.26 -2.47
O 3.87 1.21 -1.83
H 3.42 -2.27 -4.17
H 4.27 -2.89 -2.75
H 5.07 -1.73 -3.82
H 1.63 -0.30 -2.24
H 2.48 -0.92 -0.82
H 1.93 -2.04 -2.08
H 5.21 0.28 -3.03
*
```

The value obtained for the maximum force is 1.033 eV/Å. Its SMILES is N#C[C@H](c1cccnc1)[C@@H](C#N)CC(=O)F.CN(C)C=O. The energy relative to the best compared isomer or geometry (same formula, charge and spin) comes out at 0.0 kJ/mol. The calculation puts the total energy at -1011.8350 a.u.